No. 1
93
Properties=species:S:1:pos:R:3 method="wB97M-V/def2-TZVPD" homo_ev=-6.3 lumo_energy_ev=-0.3
P 0.59 -1.16 -3.65
P 1.25 1.92 -2.60
C 1.19 0.19 -4.74
C 2.17 1.15 -4.05
H 0.30 0.70 -5.09
H 1.66 -0.26 -5.61
H 3.10 0.62 -3.78
H 2.42 1.97 -4.74
C 0.16 2.86 -3.73
H -0.41 3.59 -3.14
H -0.54 2.16 -4.24
H 0.83 3.38 -4.47
C 2.05 3.37 -1.80
H 1.40 4.24 -1.89
H 2.99 3.57 -2.33
H 2.23 3.23 -0.73
C -0.06 -2.08 -5.19
H -0.45 -3.08 -4.96
H 0.74 -2.21 -5.94
H -0.87 -1.53 -5.70
C 2.02 -2.30 -3.42
H 2.92 -1.73 -3.15
H 2.21 -2.88 -4.32
H 1.76 -2.99 -2.61
Sr 1.61 0.18 -0.69
C -2.67 0.83 -3.50
C -2.81 0.51 -4.81
C -3.90 -0.33 -5.39
C -4.25 -1.47 -4.39
C -3.15 -2.36 -4.01
C -2.35 -2.23 -2.93
C -2.25 -1.17 -1.91
C -2.94 0.20 -2.16
C 0.39 -1.72 0.26
H -2.23 1.83 -3.36
H -2.07 0.95 -5.50
H -3.58 -0.71 -6.40
H -4.83 0.23 -5.60
H -4.66 -0.98 -3.49
H -5.06 -2.02 -4.89
H -3.04 -3.25 -4.60
H -1.68 -3.06 -2.80
H -1.16 -0.98 -1.80
H -2.56 -1.57 -0.94
H -3.98 0.10 -1.82
H -2.49 0.90 -1.42
H 0.37 -2.22 1.22
H 0.38 -2.43 -0.58
H -0.44 -0.99 0.22
C 3.69 0.77 3.85
C 2.69 -0.26 3.36
C 3.35 -1.53 2.83
C 1.78 -0.62 4.53
O 1.94 0.29 2.24
Si 0.81 1.55 2.35
O 0.48 1.75 0.80
O -0.34 1.11 3.44
C -1.70 0.77 3.74
C -1.95 -0.70 3.42
C -1.86 0.98 5.24
C -2.65 1.70 3.00
O 1.49 2.77 3.27
C 1.14 4.17 3.33
C 1.28 4.72 1.92
C -0.27 4.39 3.88
C 2.11 4.80 4.33
H 4.24 0.37 4.72
H 3.19 1.69 4.16
H 4.42 1.00 3.07
H 3.78 -2.08 3.67
H 2.61 -2.17 2.33
H 4.16 -1.29 2.13
H 1.33 0.27 5.00
H 0.98 -1.31 4.22
H 2.39 -1.13 5.28
H -1.22 -1.34 3.93
H -2.95 -0.98 3.78
H -1.93 -0.88 2.33
H -1.59 2.00 5.52
H -2.90 0.79 5.53
H -1.20 0.30 5.80
H -2.57 2.73 3.39
H -2.47 1.70 1.91
H -3.67 1.35 3.18
H 0.68 4.13 1.22
H 0.95 5.77 1.88
H 2.34 4.67 1.61
H -0.41 3.83 4.83
H -0.39 5.46 4.10
H -1.05 4.13 3.15
H 2.05 4.29 5.30
H 3.15 4.77 3.97
H 1.84 5.85 4.50



No. 2
23
Properties=species:S:1:pos:R:3 method="wB97M-V/def2-TZVPD" smiles="CCN=C(N)N.CC(=O)O" homo_ev=-8.6 lumo_energy_ev=0.7
C 0.97 -1.55 -0.79
C 1.76 -2.40 0.21
C -1.07 -1.03 0.50
N -0.05 -0.76 -0.15
N -1.99 -2.06 0.22
N -1.47 -0.39 1.69
H 1.62 -0.86 -1.31
H 0.53 -2.17 -1.58
H 1.84 -3.42 -0.12
H 1.40 -2.41 1.22
H -0.50 1.29 0.47
H -1.54 -2.96 0.05
H -2.90 -2.09 0.65
H -1.17 0.56 1.90
H -2.45 -0.45 1.91
H 2.77 -2.00 0.28
C 0.09 3.71 -1.10
C 0.73 2.59 -0.34
O 1.84 2.18 -0.52
O -0.08 2.14 0.68
H 0.05 4.62 -0.50
H -0.96 3.49 -1.33
H 0.58 3.97 -2.03



No. 3
38
Properties=species:S:1:pos:R:3 method="wB97M-V/def2-TZVPD" smiles="COC(=O)c1ccc(CN2C(=O)[C@H]3CCCC[C@H]3C2=O)o1" homo_ev=-8.9 lumo_energy_ev=0.7
C -4.96 -2.55 0.49
H -5.89 -2.48 -0.09
H -4.46 -3.49 0.30
H -5.21 -2.46 1.55
O -4.06 -1.53 0.11
C -4.51 -0.27 0.25
O -5.60 0.01 0.68
C -3.52 0.72 -0.18
C -3.60 2.09 -0.18
C -2.38 2.55 -0.70
C -1.64 1.44 -0.99
O -2.32 0.32 -0.68
C -0.26 1.28 -1.55
N 0.57 0.51 -0.65
C 1.10 -0.72 -0.99
O 0.98 -1.23 -2.08
C 1.83 -1.26 0.22
C 3.27 -1.64 -0.13
C 4.07 -0.42 -0.58
C 3.86 0.81 0.33
C 3.10 0.45 1.61
H 3.68 -0.25 2.20
H 2.95 1.35 2.20
C 1.74 -0.15 1.27
C 0.85 0.91 0.64
O 0.48 1.94 1.12
H 1.26 -0.49 2.19
H 3.29 1.57 -0.21
H 4.82 1.25 0.59
H 5.13 -0.69 -0.61
H 3.78 -0.17 -1.61
H 3.25 -2.38 -0.93
H 3.74 -2.10 0.74
H 1.30 -2.16 0.54
H -0.28 0.73 -2.50
H 0.17 2.27 -1.70
H -2.08 3.57 -0.84
H -4.43 2.67 0.16



No. 4
85
Properties=species:S:1:pos:R:3 method="wB97M-V/def2-TZVPD" smiles="CC(C)c1ccc(NC(=O)[C@@H]2[C@@H]3C=C[C@]4(O3)[C@H](C(=O)NC3CCCCC3)N(CCCN3CCOCC3)C(=O)[C@@H]24)cc1" homo_ev=-8.2 lumo_energy_ev=0.5
C 7.33 -5.24 1.10
H 8.29 -5.74 1.18
H 7.07 -4.83 2.08
H 7.43 -4.41 0.40
C 6.25 -6.22 0.62
C 4.93 -5.51 0.42
C 4.33 -5.48 -0.83
C 3.12 -4.84 -1.04
C 2.48 -4.22 0.03
C 3.08 -4.24 1.29
C 4.28 -4.88 1.48
H 4.72 -4.89 2.46
H 2.58 -3.76 2.12
N 1.25 -3.56 -0.10
C 0.48 -3.39 -1.20
O 0.73 -3.78 -2.32
C -0.77 -2.60 -0.84
C -0.46 -1.17 -0.39
C -0.83 -0.81 1.04
O -0.46 -1.40 2.03
N -1.58 0.31 1.00
C -2.19 0.89 2.17
C -3.71 0.61 2.26
H -3.95 0.27 3.26
H -3.96 -0.18 1.56
C -4.56 1.85 1.96
N -4.42 2.25 0.57
C -5.49 1.78 -0.31
C -6.76 2.63 -0.19
O -6.48 4.00 -0.44
C -5.49 4.49 0.44
C -4.20 3.67 0.33
H -3.80 3.76 -0.69
H -3.45 4.04 1.03
H -5.87 4.45 1.48
H -5.32 5.52 0.16
H -7.20 2.52 0.82
H -7.50 2.33 -0.93
H -5.12 1.85 -1.34
H -5.71 0.74 -0.08
H -5.60 1.62 2.22
H -4.24 2.67 2.61
H -1.68 0.44 3.02
H -2.01 1.97 2.17
C -1.87 0.82 -0.33
C -1.50 -0.35 -1.23
C -0.93 -0.30 -2.62
C -1.08 -1.54 -3.08
H -0.75 -1.98 -4.00
C -1.79 -2.30 -1.99
H -2.40 -3.15 -2.29
O -2.57 -1.29 -1.37
H -0.46 0.56 -3.06
H -2.94 1.06 -0.42
C -1.08 2.08 -0.70
O -1.48 2.83 -1.57
N 0.06 2.25 -0.01
H 0.27 1.57 0.71
C 0.96 3.38 -0.17
C 0.26 4.70 0.18
C 1.23 5.87 0.04
C 1.79 5.92 -1.38
C 2.49 4.61 -1.73
C 1.52 3.44 -1.59
H 2.03 2.50 -1.83
H 0.69 3.57 -2.28
H 2.87 4.65 -2.75
H 3.34 4.47 -1.06
H 2.49 6.76 -1.47
H 0.97 6.09 -2.09
H 0.71 6.80 0.27
H 2.05 5.75 0.75
H -0.13 4.65 1.20
H -0.58 4.83 -0.50
H 1.79 3.22 0.53
H 0.57 -0.88 -0.60
H -1.31 -3.13 -0.05
H 0.90 -3.16 0.77
H 2.67 -4.83 -2.01
H 4.81 -5.96 -1.67
C 6.10 -7.38 1.60
H 7.04 -7.92 1.70
H 5.82 -7.02 2.59
H 5.34 -8.07 1.26
H 6.57 -6.63 -0.34



No. 5
88
Properties=species:S:1:pos:R:3 method="wB97M-V/def2-TZVPD" charge=+2 homo_ev=-12.6 lumo_energy_ev=-8.9
C -5.76 -2.72 3.87
C -6.47 -2.46 2.68
C -7.82 -2.83 2.60
C -8.41 -3.43 3.72
N -7.73 -3.66 4.83
C -6.44 -3.33 4.93
C -5.76 -1.94 1.53
C -4.52 -1.80 1.15
C -3.13 -2.06 1.21
C -2.22 -0.98 1.27
C -0.98 -1.11 0.67
C -0.73 -2.25 -0.12
C -1.45 -3.43 0.14
C -2.64 -3.34 0.86
Zn -5.66 -1.42 -0.31
P -1.53 2.30 0.08
H -8.37 -2.68 1.67
H -4.70 -2.48 3.98
H -9.46 -3.72 3.69
H -5.93 -3.55 5.87
H -3.27 -4.21 1.03
H -2.54 -0.03 1.72
H -1.12 -4.39 -0.25
H -0.25 -0.30 0.74
C -0.53 3.05 -1.28
C -1.08 4.28 -2.00
H -0.41 2.23 -2.01
H 0.47 3.25 -0.86
H -0.37 4.58 -2.78
H -2.04 4.09 -2.49
H -1.20 5.14 -1.33
C -3.22 3.02 -0.14
C -4.15 2.60 0.99
H -3.61 2.64 -1.10
H -3.15 4.11 -0.21
H -5.18 2.90 0.75
H -4.15 1.51 1.14
H -3.88 3.07 1.94
C -0.95 3.25 1.55
C -1.09 4.77 1.50
H 0.11 2.97 1.69
H -1.51 2.85 2.41
H -0.75 5.18 2.46
H -0.47 5.22 0.72
H -2.12 5.10 1.36
Br 0.49 -2.21 -1.47
P -5.04 -1.52 -2.42
C -4.60 0.35 -1.80
C -4.59 1.27 -3.03
H -3.62 0.34 -1.30
H -5.37 0.70 -1.09
H -4.53 2.33 -2.74
H -3.72 1.08 -3.68
H -5.50 1.14 -3.62
C -3.31 -1.64 -3.10
C -3.20 -2.47 -4.38
H -2.68 -2.04 -2.29
H -2.95 -0.63 -3.31
H -2.14 -2.55 -4.65
H -3.61 -3.48 -4.29
H -3.71 -1.97 -5.21
C -4.83 -3.44 -1.88
C -6.11 -4.22 -1.97
H -4.42 -3.42 -0.86
H -4.08 -3.88 -2.53
H -5.98 -5.17 -1.44
H -6.98 -3.70 -1.55
H -6.32 -4.47 -3.02
C 2.90 -2.36 1.17
P 2.16 -0.78 1.75
C 2.08 -1.13 3.55
C 3.63 0.31 1.68
C 3.42 1.63 1.22
C 4.50 2.51 1.15
C 5.78 2.08 1.54
C 5.98 0.78 1.98
C 4.91 -0.11 2.07
H 2.09 -3.04 0.90
H 3.51 -2.81 1.97
H 3.51 -2.18 0.28
H 2.86 -1.83 3.85
H 2.17 -0.19 4.11
H 1.09 -1.56 3.76
H 2.43 1.95 0.92
H 4.35 3.53 0.80
H 6.63 2.77 1.48
H 6.98 0.44 2.28
H 5.06 -1.13 2.43



No. 6
15
Properties=species:S:1:pos:R:3 method="wB97M-V/def2-TZVPD" smiles=Oc1cc(O)cc(O)c1 homo_ev=-8.2 lumo_energy_ev=0.6
C 1.14 0.00 -0.64
C 0.16 -0.93 -1.00
C -1.09 -0.89 -0.40
C -1.53 -0.06 0.65
C -0.39 0.73 1.14
C 0.84 0.86 0.38
H 2.97 0.58 -0.98
H 0.37 -1.54 -1.84
H -1.70 -2.41 -1.53
H -2.49 0.11 1.09
H 0.49 1.81 2.57
H 1.56 1.73 0.68
O 2.23 0.10 -1.42
O -2.04 -1.60 -0.97
O -0.51 1.51 2.27



No. 7
71
Properties=species:S:1:pos:R:3 method="wB97M-V/def2-TZVPD" charge=-1 homo_ev="-4.1 / -4.6" lumo_energy_ev="2.6 / 2.6" multiplicity=4
V -0.29 -1.01 -1.53
C -2.16 3.16 -2.66
C -2.65 2.05 -1.73
C -2.82 0.73 -2.50
C -1.87 1.96 -0.42
C -2.54 2.41 0.71
C -1.94 2.41 1.96
C -0.65 1.95 2.08
C 0.08 1.48 0.98
C 1.50 1.06 1.34
C 2.43 2.28 1.45
C 2.19 -0.02 0.50
C -0.53 1.49 -0.29
N 0.14 1.01 -1.45
C 0.93 1.88 -2.14
C 1.34 3.15 -1.69
C 2.14 3.98 -2.45
C 2.58 3.60 -3.71
C 2.15 2.37 -4.21
C 1.35 1.56 -3.45
F 0.87 0.42 -4.01
H -2.89 3.33 -3.46
H -1.21 2.91 -3.12
H -2.03 4.10 -2.11
H -3.66 2.33 -1.41
H -1.91 0.47 -3.05
H -3.62 0.85 -3.24
H -3.09 -0.08 -1.83
H -3.57 2.75 0.61
H -2.49 2.76 2.83
H -0.18 1.93 3.05
H 1.41 0.64 2.35
H 2.67 2.68 0.46
H 3.37 1.99 1.93
H 1.97 3.07 2.04
H 2.42 0.32 -0.51
H 1.58 -0.92 0.43
H 3.12 -0.30 0.99
H 0.99 3.48 -0.71
H 2.44 4.94 -2.05
H 3.21 4.24 -4.30
H 2.42 2.03 -5.21
N 1.22 -2.06 6.82
C 0.72 -2.03 5.51
C -0.49 -1.39 5.22
C -0.96 -1.30 3.92
C -0.23 -1.87 2.89
C 0.97 -2.51 3.16
C 1.44 -2.58 4.46
S -2.22 -2.14 1.17
O -0.61 -1.76 1.57
O -3.00 -0.96 1.50
N -1.90 -2.04 -0.43
C -1.63 -3.19 -1.12
N -1.88 -4.43 -0.69
C -1.49 -5.41 -1.49
C -0.82 -5.21 -2.69
C -0.57 -3.90 -3.05
N -1.00 -2.90 -2.29
H 0.50 -2.00 7.53
H 1.82 -2.84 7.00
H -1.06 -0.94 6.03
H -1.88 -0.78 3.70
H 1.53 -2.94 2.34
H 2.39 -3.06 4.66
H -1.69 -6.41 -1.14
H -0.48 -6.04 -3.30
H 0.00 -3.63 -3.93
Se 3.94 -3.23 -3.08
C 2.55 -2.24 -2.53
N 1.62 -1.62 -2.19